2 unconnected molecules or ions with the total composition C10H16 in a non-equilibrium geometry. Source: the OMol25 dataset; level of theory: ωB97M-V with the def2-TZVPD basis set.

Summary:
Frontier orbital gap in Eh: 0.357
Multiplicity: 1
E_HOMO in Eh: -0.32173
F_max in eV Å⁻¹: 6.10
ΔE to the lowest compared entry with this formula, charge and spin in eV: 3.036
LUMO in eV: 0.957
Net charge: 0

Bonds (Å) are listed after each position.
Element x y z (Å)
1 C 0.24840 1.48300 -3.26833  C2 1.505, H9 1.085, H10 1.072, H11 1.123
2 C 0.74793 0.44211 -2.30297  C1 1.505, C3 1.522, H12 1.028, H13 1.103
3 C -0.18599 0.24624 -1.11789  C2 1.522, C4 1.376, C8 1.378
4 C -1.39958 -0.36198 -1.34119  C3 1.376, C5 1.405, H14 1.058
5 C -2.44137 -0.07247 -0.44427  C4 1.405, C6 1.468, H15 1.084
6 C -2.09556 0.38997 0.90543  C5 1.468, C7 1.437, H16 1.050
7 C -0.72151 0.68330 1.20790  C6 1.437, C8 1.364, H17 1.098
8 C 0.08509 0.80110 0.11437  C3 1.378, C7 1.364, H18 1.104
9 H 0.20908 0.95271 -4.21410  C1 1.085
10 H 0.67165 2.46766 -3.29062  C1 1.072
11 H -0.87364 1.53347 -3.25645  C1 1.123
12 H 0.78580 -0.30447 -3.00812  C2 1.028
13 H 1.79522 0.58172 -1.98685  C2 1.103
14 H -1.73176 -0.72965 -2.27637  C4 1.058
15 H -3.44163 0.07197 -0.83743  C5 1.084
16 H -2.81749 0.43855 1.66667  C6 1.050
17 H -0.45565 1.34096 2.04593  C7 1.098
18 H 1.04799 1.33011 0.22641  C8 1.104
19 C 1.54576 -0.70409 2.77027  C20 1.557, H21 1.106, H22 1.140, H23 0.985
20 C 1.04609 -2.15927 2.53085  C19 1.557, H24 1.040, H25 1.068, H26 1.110
21 H 2.58807 -0.90377 3.08332  C19 1.106
22 H 1.63627 -0.00154 1.87755  C19 1.140
23 H 1.11453 0.01359 3.28822  C19 0.985
24 H 1.85380 -2.81458 2.55361  C20 1.040
25 H 0.37438 -2.21239 1.70164  C20 1.068
26 H 0.41410 -2.51224 3.37239  C20 1.110

2 unconnected molecules or ions with the total composition C4H12NO in a non-equilibrium geometry. Source: the OMol25 dataset; level of theory: ωB97M-V with the def2-TZVPD basis set.

Summary:
Frontier orbital gap in Eh: 0.417
Multiplicity: 1
E_HOMO in Eh: -0.53974
F_max in eV Å⁻¹: 6.18
ΔE to the lowest compared entry with this formula, charge and spin in eV: 2.945
LUMO in eV: -3.337
Net charge: +1

Bonds (Å) are listed after each position.
Element x y z (Å)
1 C -0.44245 0.14494 2.14764  C2 1.509, H6 0.988, H7 1.108, H8 1.123
2 C 0.15770 1.21808 1.27237  C1 1.509, C3 1.435, H9 1.253, H10 1.046
3 C -0.33529 0.91956 -0.04214  C2 1.435, C4 1.263, N5 1.714
4 C -1.30861 1.32548 -0.73761  C3 1.263, H11 1.065, H12 1.106
5 N 0.85499 0.08892 -0.95331  C3 1.714, H13 1.072, H14 0.986, H15 1.029
6 H 0.14979 -0.57963 2.46365  C1 0.988
7 H -0.71929 0.76805 3.02149  C1 1.108
8 H -1.47043 -0.20015 1.85737  C1 1.123
9 H -0.24361 2.31785 1.71800  C2 1.253
10 H 1.19700 1.16895 1.37689  C2 1.046
11 H -2.12906 1.87417 -0.33812  C4 1.065
12 H -1.55343 0.74297 -1.64492  C4 1.106
13 H 0.79664 -0.98118 -0.93919  N5 1.072
14 H 1.74998 0.27584 -0.58307  N5 0.986
15 H 0.60263 0.37644 -1.90807  N5 1.029
16 H 0.89191 -3.25134 -0.58180  O18 1.029
17 H 0.09981 -3.07650 -1.99599  O18 0.942
18 O 0.77688 -2.71329 -1.45183  H16 1.029, H17 0.942